[1]
A 6-piece molecular cluster, C48H51BrFIN2O18P2S overall at a distorted geometry, computed with ωB97M-V/def2-TZVPD.

As for the frontier orbital gap: 0.2446 hartree. The value obtained for the molar mass is 1263.75 g mol⁻¹. The HOMO energy comes out at -8.4978 eV. The SMILES is C=CC(=O)OCCCCCC[C@@]1(CC(=O)I)[C@@](P(N)O)(P(O)Br)[C@@H](C)S(=O)(=O)O[C@@]1(F)NCC.O=C1C=CC(=O)C=C1.O=C1C=CC(=O)C=C1.O=C1C=CC(=O)C=C1.O=C1C=CC(=O)C=C1.O=C1C=CC(=O)C=C1.

Cartesian coordinates (Å):
H  0.549  6.479  1.535
C  4.254  3.104  -0.307
H  -3.446  4.430  1.028
C  -8.154  -3.615  -1.670
O  4.121  2.143  3.971
C  -7.954  -3.301  0.755
H  4.243  3.548  1.764
C  -3.430  5.085  -1.823
H  -2.657  -0.581  -0.726
H  -6.805  -2.244  -0.782
H  5.302  -5.896  3.847
H  -0.384  4.500  2.101
O  7.190  -7.649  3.541
C  5.050  1.388  5.994
H  1.330  3.726  0.276
H  -7.314  2.190  2.690
C  -3.029  3.708  0.334
C  1.517  -3.329  -1.837
H  4.524  2.170  6.526
C  3.119  3.193  -1.280
H  2.967  -4.836  -1.525
C  -0.119  6.131  0.741
O  -3.144  -0.252  -1.491
C  -1.491  3.939  0.333
C  -0.988  4.995  1.338
C  -3.751  3.798  -1.024
H  2.419  5.092  0.710
H  -2.658  4.926  -2.569
H  5.388  0.258  2.696
C  3.605  -1.382  -1.619
C  4.841  1.338  4.524
H  6.873  -1.371  3.843
H  -0.895  3.430  -3.944
C  -7.340  3.235  2.388
O  -9.738  -5.204  -2.385
C  5.550  0.278  3.767
H  -8.329  3.639  2.598
C  5.851  -7.938  -3.117
H  4.259  -9.061  0.315
O  5.017  -3.240  -1.283
C  6.553  -0.544  5.850
H  -3.331  1.604  -4.894
C  -7.091  3.350  0.876
C  4.338  -7.515  -1.234
F  -5.637  5.261  -0.580
C  -4.253  2.721  -3.327
H  -0.677  0.598  -1.393
H  6.010  0.534  7.679
C  -9.207  -4.639  -1.454
H  4.451  -0.713  -1.526
H  0.013  3.357  -2.625
Br  -6.079  0.212  -1.684
C  -4.217  1.516  -4.271
H  -5.306  2.454  0.726
H  6.322  -7.686  -4.058
H  -7.570  2.497  0.391
C  -3.026  6.323  -1.081
H  3.766  1.775  1.284
O  7.815  -2.537  2.318
H  -7.598  4.246  0.531
C  3.892  -2.836  -1.486
H  5.917  -10.557  -0.794
C  7.668  -3.711  2.595
N  -5.641  3.407  0.624
H  5.595  -3.491  3.272
H  -6.608  3.829  2.928
O  -5.966  4.720  -3.745
H  0.668  -3.994  -1.936
H  1.295  6.584  -0.796
S  -5.913  3.408  -3.171
C  1.767  4.668  -0.054
C  -3.562  2.511  -1.925
H  -5.068  1.494  -4.945
O  -6.207  3.373  -1.618
H  -3.669  3.508  -3.807
C  -5.292  3.934  -0.653
C  2.749  -3.777  -1.615
H  -1.170  4.144  -0.682
C  1.232  -1.883  -1.970
O  -7.423  -2.737  1.688
C  4.966  -7.142  -2.525
O  0.098  -1.496  -2.182
H  5.234  3.339  -0.719
H  -1.060  3.002  0.668
H  -4.282  5.408  -2.428
C  6.228  -5.503  3.448
N  -0.955  3.466  -2.930
O  2.592  4.440  -1.236
C  4.057  2.785  1.016
O  -3.322  6.696  -0.002
C  -7.574  -2.995  -0.647
H  -10.356  -5.695  0.084
C  8.613  -5.970  2.711
C  0.746  5.710  -0.434
O  7.275  -1.342  6.408
H  -3.219  2.744  0.796
C  6.385  -4.219  3.141
O  2.707  2.360  -2.048
C  7.331  -6.480  3.259
O  3.530  -6.786  -0.694
H  -0.745  6.991  0.519
O  -6.841  2.499  -3.769
C  8.769  -4.685  2.404
C  6.345  -0.594  4.380
H  -4.147  0.557  -3.769
C  4.731  -8.809  -0.627
C  -9.587  -4.945  -0.051
C  5.843  0.516  6.609
C  6.246  -9.236  -2.511
H  -9.269  -4.532  2.002
H  4.666  -6.192  -2.950
H  9.402  -6.699  2.580
I  -1.797  7.664  -2.323
H  -1.807  5.453  1.894
C  2.370  -0.939  -1.845
P  -1.796  2.012  -2.502
O  7.049  -9.963  -3.051
O  -0.916  1.520  -1.208
H  9.695  -4.291  2.006
P  -4.117  0.952  -0.956
H  0.162  5.392  -1.295
H  -7.891  -3.407  -2.700
H  2.145  0.117  -1.948
C  5.616  -9.608  -1.218
C  -9.007  -4.325  0.973

Results of the Löwdin charge analysis, in e, for atoms 1 through 4: 0.1123, -0.0526, 0.1096, 0.0253

---

[2]
C48H51F5N5O4S3SiY as an isolated structure at a distorted geometry, computed with ωB97M-V/def2-TZVPD.

As for the frontier orbital gap: 0.1570 hartree. The net charge is -2. The value obtained for the molar mass is 1070.15 g mol⁻¹. The HOMO energy comes out at -1.6478 eV.

Cartesian coordinates (Å):
H  3.467  -0.933  2.221
C  1.829  -1.388  4.233
C  -0.030  0.640  -7.553
H  1.211  -0.345  6.550
C  4.025  1.245  3.929
H  2.685  -5.082  2.095
H  4.600  -4.911  0.547
H  -4.695  -2.819  2.114
Si  1.247  1.082  2.828
C  -2.276  -2.307  -2.285
N  -1.060  8.176  -2.155
C  1.774  4.265  -1.802
C  2.195  6.582  -2.457
H  0.544  1.214  6.065
H  0.086  -2.934  -1.346
H  -4.431  -2.018  -4.866
C  -0.489  -0.606  4.439
H  -6.442  -0.697  -1.830
H  -2.905  1.009  2.999
O  3.335  -1.268  -2.587
C  -2.913  -2.214  -0.094
H  5.090  1.399  3.695
C  -0.416  3.478  -1.138
H  0.016  3.382  1.349
C  0.616  3.798  2.158
C  -1.043  0.487  -5.315
H  -0.963  2.202  4.755
H  -0.923  -5.770  -1.872
H  2.460  3.737  4.184
C  3.639  2.491  1.861
H  3.246  0.079  0.777
C  3.218  1.222  2.618
C  3.751  -3.267  -0.539
H  2.266  0.895  5.857
H  2.997  -0.586  -3.201
C  -0.072  5.802  -1.812
C  -2.261  0.730  -5.977
H  0.632  -3.932  -2.697
C  -0.213  -3.718  -2.034
C  0.377  -3.369  2.010
H  1.054  -4.739  3.152
F  -3.407  0.782  -5.272
C  2.665  -2.410  -0.586
F  1.076  0.588  -8.326
C  -3.134  -1.587  1.154
C  1.273  0.451  5.789
H  2.888  -1.204  4.398
H  0.974  4.535  4.690
H  4.718  2.434  1.644
C  1.428  3.554  4.483
H  -1.941  4.970  -1.205
H  -0.773  -1.166  3.549
H  -1.458  2.339  3.053
S  -1.551  2.300  -0.557
O  0.242  -4.239  3.017
H  0.303  -5.341  -0.667
H  1.608  4.006  1.765
H  -3.930  -0.332  -1.623
H  3.714  2.059  4.585
H  -6.113  -2.114  -2.839
C  -0.835  2.777  3.836
H  3.954  0.318  4.498
C  1.290  5.542  -2.028
H  -4.722  -0.755  3.902
C  0.057  0.436  -6.191
C  -0.567  -4.968  -1.223
N  1.672  -2.454  0.284
C  -4.370  -0.866  -2.463
F  1.289  0.167  -5.707
O  1.335  -0.834  -1.695
C  0.966  -0.132  4.400
H  1.723  -1.800  3.228
C  -3.393  -1.882  -3.004
H  -1.215  3.791  4.023
S  1.658  1.668  -1.059
C  -5.710  -1.479  -2.046
H  1.444  2.997  5.420
F  -1.347  1.104  -9.479
H  4.794  0.086  1.638
C  -0.620  7.123  -2.008
C  -3.577  -2.369  -4.295
C  -1.370  -3.207  -2.846
H  -4.538  -0.128  -3.249
C  -2.369  0.930  -7.338
N  -2.537  -0.381  1.451
C  -1.250  0.894  -8.145
H  -1.194  0.216  4.533
N  2.932  7.402  -2.788
H  3.117  2.596  0.909
C  0.957  3.218  -1.351
N  -2.062  -1.794  -0.964
C  -0.892  4.772  -1.380
C  2.697  -4.304  1.342
C  -1.580  -3.673  -4.135
F  -3.575  1.163  -7.902
H  -2.836  -3.611  -5.879
C  0.622  2.858  3.375
C  2.379  -1.419  -1.673
H  4.535  -3.191  -1.279
H  3.475  3.392  2.452
H  -1.357  -4.740  -0.502
H  -5.606  -2.092  -1.147
Y  -0.330  -0.095  0.323
C  -4.089  -1.924  2.108
C  3.771  -4.221  0.462
H  -3.572  -3.053  -0.342
C  3.702  0.035  1.771
C  1.665  -3.396  1.201
H  1.509  -2.159  4.953
O  -0.492  -2.591  1.745
C  -4.100  -0.865  3.027
S  -0.898  0.286  -3.612
H  -0.867  -4.369  -4.567
H  0.160  4.758  2.444
C  -3.142  0.048  2.573
H  2.824  4.063  -1.967
H  -0.638  -1.271  5.306
C  -2.683  -3.257  -4.867

Results of the Löwdin charge analysis, in e, for atoms 1 through 4: 0.0466, -0.1239, -0.1650, 0.0742

---

[3]
C48H52AsF5IIrN2OPS2Si2Te as an isolated structure at a distorted geometry, computed with ωB97M-V/def2-TZVPD.

As for the frontier orbital gap (spin up / spin down): 0.1519 / 0.1526 hartree. Its multiplicity is 2. The expectation value of S² is 0.759. The value obtained for the molar mass is 1440.87 g mol⁻¹. The HOMO energy (spin up / spin down) comes out at -6.0739 / -6.0863 eV. The calculation puts the energy relative to the best compared isomer or geometry (same formula, charge and spin) at 4.657 eV.

Cartesian coordinates (Å):
S  6.199  -1.034  3.911
C  -3.610  0.608  -1.657
C  1.345  -1.412  -2.479
H  3.561  -5.510  -1.219
C  4.163  -2.523  -0.341
C  -2.882  -0.695  0.724
C  -5.427  2.154  -1.910
S  -2.910  5.994  0.897
Si  -1.677  -2.545  -2.838
Si  3.678  -3.131  -2.073
C  0.222  -0.762  -2.127
H  5.462  -4.449  3.066
H  -3.317  2.046  0.652
F  -1.251  3.693  -1.617
H  2.174  5.109  5.248
C  -4.188  -0.175  -2.648
H  1.661  -3.261  -3.343
H  -5.765  -0.425  -4.055
C  1.191  3.154  2.634
H  -3.710  -3.907  -3.190
H  -1.089  -4.687  0.725
H  -1.149  1.178  1.843
H  3.781  3.269  5.506
H  -3.054  3.350  -0.510
C  -4.260  1.778  -1.250
C  4.573  -1.249  3.328
C  6.536  -2.706  3.710
F  0.026  3.613  -3.681
C  -0.443  4.155  1.332
H  4.569  0.991  4.846
C  -1.604  0.477  2.514
C  -3.147  -1.285  3.082
H  5.155  -2.866  -0.065
H  3.449  0.321  -0.621
P  -2.100  0.035  -0.779
C  -2.997  8.063  2.406
H  -2.862  -1.121  4.110
H  1.297  -4.808  -1.653
C  -0.603  5.223  2.237
H  -4.610  3.197  0.294
H  4.970  -5.274  -2.216
C  1.187  4.251  3.538
C  1.097  -3.772  -1.402
O  -1.204  1.179  -0.409
Te  0.209  2.495  -2.147
H  2.797  1.283  -1.994
H  3.400  -5.484  -2.962
C  4.705  -2.373  -3.483
H  0.249  6.108  4.010
H  7.510  -3.081  3.957
H  -4.259  -1.642  -0.563
H  -5.280  -3.061  1.166
C  1.761  -2.833  -2.340
H  -0.458  -4.806  -3.021
H  2.039  -0.845  -3.086
I  3.751  2.945  -0.147
F  1.421  1.632  -3.617
H  -5.915  3.072  -1.614
H  -4.530  -2.844  3.529
C  -5.971  1.392  -2.924
C  -5.354  0.206  -3.282
C  -0.979  -1.328  -1.456
C  2.976  2.077  3.904
C  -3.916  -1.569  0.457
H  -2.043  -0.385  -4.183
H  0.153  0.277  -2.435
H  -1.396  0.595  3.564
C  -1.633  6.212  2.057
C  -4.509  -2.353  1.436
C  3.018  3.232  4.744
C  -3.203  -3.572  -2.291
H  -3.733  -1.106  -2.927
H  -1.167  7.727  3.537
N  1.883  0.949  2.028
H  0.056  -3.718  -4.304
H  0.426  -4.582  1.611
Ir  1.089  1.552  0.133
C  -1.834  7.367  2.776
H  -0.860  -1.430  -4.914
C  0.438  -3.543  -0.265
C  2.146  4.253  4.592
C  3.918  -5.028  -2.123
C  -0.002  -4.690  0.612
C  2.845  1.175  -0.917
C  -2.507  -0.474  2.095
H  3.460  -2.903  0.395
H  -3.941  -3.086  -1.674
H  -6.881  1.705  -3.414
C  -3.682  7.440  1.409
C  3.830  0.999  4.060
H  -2.558  -1.806  -5.071
H  -1.038  4.133  0.431
C  -4.091  -2.223  2.760
C  2.020  2.043  2.857
H  3.385  -2.923  2.679
C  -1.808  -1.423  -4.383
H  0.301  -5.655  0.204
H  5.756  -2.591  -3.324
C  2.696  -0.091  2.239
N  0.410  3.177  1.514
C  3.693  -0.112  3.205
H  -4.601  7.744  0.944
H  2.538  -0.953  1.600
C  5.458  -3.388  3.242
H  -2.869  -4.460  -1.761
C  0.276  5.275  3.325
C  -0.783  -4.022  -3.690
H  -3.316  8.985  2.863
H  4.606  -1.296  -3.558
H  -1.512  -4.462  -4.366
C  4.341  -2.562  3.016
C  -3.782  2.637  -0.132
F  -1.342  1.624  -3.097
F  1.271  4.155  -1.623
H  4.430  -2.794  -4.445
As  -0.108  -1.776  0.330
H  4.162  -1.442  -0.269

Results of the Löwdin charge analysis, in e, for atoms 1 through 4: 1.0618, -0.2173, -0.1258, 0.0239

---

[4]
C48H52F5NOPPdS2Si as an isolated structure at a distorted geometry, computed with ωB97M-V/def2-TZVPD.

As for the frontier orbital gap: 0.2343 hartree. The net charge is -1. The value obtained for the molar mass is 983.55 g mol⁻¹. The HOMO energy comes out at -4.0726 eV. The calculation puts the energy relative to the best compared isomer or geometry (same formula, charge and spin) at 0.000 eV.

Cartesian coordinates (Å):
C  1.731  1.261  5.928
C  -2.646  -1.883  1.434
H  -4.275  -2.043  -0.573
C  2.116  -3.595  2.760
C  0.951  -1.426  -6.275
H  -5.350  -1.934  1.647
C  2.584  3.022  4.531
C  -2.246  0.152  3.805
S  -0.379  -2.205  -1.457
F  -1.224  -4.312  -3.320
H  -1.213  2.410  4.194
H  -4.743  -0.913  2.942
F  -2.539  -4.103  -5.626
H  4.078  -4.436  2.884
C  4.759  -1.065  -1.227
H  5.137  2.735  -4.360
H  -3.033  -0.590  3.937
H  0.198  0.580  -6.433
H  -5.684  -0.207  1.628
H  3.788  -4.706  -0.456
C  -5.369  2.183  0.592
H  2.359  2.474  -0.296
H  -4.818  -0.377  -0.757
C  2.033  -1.256  2.283
C  1.622  1.073  3.546
H  6.174  -4.031  -0.394
P  -2.751  0.903  1.154
C  1.561  -2.352  -5.442
C  -4.008  1.877  3.662
H  -3.581  3.865  1.755
H  0.780  1.179  -4.133
C  -1.620  2.453  3.178
H  -3.740  4.347  0.072
H  -3.122  -0.801  -1.071
C  -2.658  -1.756  -5.401
C  4.553  3.718  -2.544
H  0.286  -2.465  2.546
C  -1.254  -1.964  -2.952
C  -1.581  -3.081  -3.724
C  3.762  3.631  -1.408
N  -1.364  0.885  0.506
C  -4.923  -0.949  1.868
C  -3.865  2.214  0.320
H  -3.830  2.033  4.733
C  3.411  -1.424  -1.293
C  -2.360  -0.631  -4.659
H  2.615  3.070  6.673
H  5.053  -0.045  -1.444
H  -5.621  2.193  1.652
H  -5.831  3.068  0.140
H  -2.904  -2.805  0.907
H  2.394  2.697  2.400
Si  2.056  -0.218  -1.862
H  6.784  -1.675  -0.863
C  -3.624  2.133  -1.193
H  -1.399  -0.337  3.323
C  4.151  -2.339  2.437
C  3.498  -3.537  2.718
C  2.971  2.513  -1.183
C  -1.674  -0.745  -3.460
C  -3.984  -0.998  -0.433
H  3.755  4.444  -0.691
H  2.051  -3.062  -1.004
C  3.732  1.570  -3.238
C  1.009  0.180  -4.490
H  -0.814  2.285  2.461
H  -2.000  3.460  3.019
H  -4.826  1.162  3.572
H  0.893  -0.427  4.901
H  -2.659  -2.094  2.503
C  2.338  2.505  5.792
C  5.747  -1.987  -0.900
H  2.367  -2.749  -3.509
C  1.894  -2.007  -4.138
Pd  0.272  -0.262  -0.426
F  -2.719  0.579  -5.111
C  5.407  -3.305  -0.637
H  -2.562  2.010  -1.392
H  1.778  -3.349  -5.806
H  3.901  -0.250  1.977
H  -1.629  -1.611  1.134
C  0.679  -0.152  -5.795
C  1.370  -2.442  2.538
C  3.091  -2.753  -0.984
H  3.730  0.775  -3.974
H  -1.930  0.475  4.802
C  1.366  0.543  4.803
H  5.230  -2.310  2.379
H  -5.846  1.313  0.139
H  5.174  4.588  -2.716
C  4.532  2.682  -3.463
S  1.023  0.198  2.099
C  3.419  -1.189  2.214
C  4.071  -3.683  -0.676
H  3.054  3.992  4.425
H  1.538  0.854  6.912
C  -2.263  -2.996  -4.921
C  2.943  1.447  -2.086
H  -4.158  1.317  -1.673
O  1.635  1.000  0.951
C  -2.713  1.382  3.012
F  -3.309  -1.654  -6.572
H  -4.345  2.828  3.254
H  -2.230  3.616  0.636
C  -3.641  -0.775  1.047
H  -3.967  3.066  -1.651
F  -1.403  0.391  -2.804
C  1.619  -0.737  -3.627
H  0.689  -1.694  -7.291
C  -3.315  3.588  0.736
C  2.222  2.308  3.394
H  1.613  -4.533  2.954

Results of the Löwdin charge analysis, in e, for atoms 1 through 4: -0.0825, -0.1277, 0.0848, -0.0725